This record from OMol25 describes a 15-piece molecular cluster, C48H122N4O30 overall at a distorted geometry. The level of theory is ωB97M-V with the def2-TZVPD basis set.

XYZ file:
```
204
Properties=species:S:1:pos:R:3:forces:R:3
C -3.4703 3.4378 2.5778 -0.1 0.1 -1.3
N -4.8473 3.2281 3.1840 -1.8 -1.7 0.3
O -5.6605 2.5021 2.5784 1.8 1.1 0.1
O -5.1544 3.6795 4.2849 1.4 0.3 -1.1
H -2.7024 2.7493 2.9304 -0.3 0.4 1.1
H -3.2184 4.4977 2.5408 0.1 -0.1 0.8
H -3.4668 3.1664 1.5221 -1.0 -0.1 0.0
C 5.1134 4.3907 -1.0399 -0.7 -0.2 -0.5
N 6.6036 4.2168 -1.0006 -2.2 2.2 1.6
O 7.2613 5.1870 -0.6837 0.4 0.1 -0.4
O 6.9705 3.1071 -1.1406 1.6 -2.4 -0.7
H 4.7123 3.4064 -1.2819 0.0 0.3 -0.1
H 4.8433 5.1308 -1.7932 0.2 -0.1 0.0
H 4.6895 4.7073 -0.0869 0.6 0.1 0.1
C -1.6067 0.6214 -5.8725 -0.1 -0.1 1.2
N -1.1956 2.0334 -5.9824 -1.0 0.3 -0.2
O -1.3646 2.7326 -4.9612 0.9 -0.4 -2.3
O -0.7915 2.3313 -7.1088 -0.1 0.8 2.0
H -2.0459 0.5171 -4.8804 0.1 -0.1 -0.1
H -0.6596 0.0839 -5.9186 -0.5 -0.3 -0.4
H -2.3609 0.3828 -6.6225 0.6 0.0 -0.2
C -0.9458 4.9239 -1.6878 -1.1 0.7 0.2
N 0.2945 4.9206 -0.8842 1.0 -2.6 -1.7
O 0.2482 4.6042 0.2712 -0.3 0.5 1.3
O 1.3346 4.9587 -1.5342 -0.2 0.8 0.3
H -1.7903 4.5717 -1.0954 0.2 0.3 0.3
H -0.8921 4.2646 -2.5541 0.7 0.3 0.0
H -1.0705 5.9771 -1.9393 -0.3 -0.2 -0.4
C 1.5740 2.0811 6.3255 -0.8 -0.5 0.0
O 1.6456 1.1773 5.1504 -0.5 1.3 1.3
C 0.4592 1.1318 4.3429 -0.4 2.6 0.4
C 0.0836 2.5022 3.6468 1.3 -0.4 -0.4
O -0.4288 3.6433 4.4026 -0.5 -4.8 0.7
C -0.1351 4.8356 3.8591 0.2 1.9 -0.7
H 0.6688 1.8994 6.9048 -0.3 -0.4 -0.2
H 1.5314 3.1600 6.1763 0.1 0.0 -1.1
H 2.3829 1.9733 7.0480 0.4 -0.8 -0.6
H -0.4801 0.8876 4.8392 0.4 -0.8 0.7
H 0.7145 0.4655 3.5190 -0.2 -0.1 0.1
H -0.5210 2.2194 2.7851 -1.1 0.1 0.2
H 0.9993 2.6820 3.0836 0.5 1.2 0.3
H -0.6181 4.9784 2.8924 0.5 -0.1 -0.6
H 0.9509 4.9248 3.8850 0.2 0.7 -0.7
H -0.5999 5.6285 4.4451 0.2 -0.1 0.5
C 2.1572 2.9230 -4.5386 0.3 0.4 -0.7
O 3.5183 2.9574 -4.2021 1.3 0.4 -0.8
C 4.3094 1.7579 -4.0708 -0.1 1.1 0.3
C 5.7631 1.8686 -4.6997 -0.1 -0.7 1.6
O 6.6293 1.0335 -3.8774 -0.2 -0.3 -0.3
C 7.9788 0.8687 -4.2907 0.3 -0.4 -0.9
H 1.9267 1.9971 -5.0655 -0.5 -0.4 0.5
H 1.9479 3.6954 -5.2787 0.3 0.2 -0.2
H 1.5532 3.2372 -3.6874 -0.2 -0.8 0.2
H 3.7730 0.8983 -4.4725 0.0 -0.1 0.0
H 4.3407 1.7255 -2.9817 0.8 -1.0 0.0
H 6.1537 2.8808 -4.5944 -0.3 0.2 -0.5
H 5.7905 1.4718 -5.7145 -0.1 0.4 -0.2
H 8.4206 -0.0785 -3.9813 -0.5 0.0 1.3
H 8.6616 1.6813 -4.0422 -0.3 0.2 0.4
H 8.1531 0.6648 -5.3471 -0.8 0.7 -0.8
C -4.9293 5.4485 0.0608 -0.5 0.0 -1.5
O -3.5384 5.5212 0.3300 0.5 1.2 0.3
C -2.9921 6.8749 0.2217 -0.5 -0.4 2.0
C -3.4482 7.8226 1.3681 1.2 0.3 0.5
O -2.9924 7.3994 2.7149 -0.6 0.3 -1.6
C -3.5835 8.1984 3.7524 -0.1 -0.6 -0.7
H -5.5199 6.3149 0.3586 0.3 0.2 0.1
H -5.4944 4.5758 0.3881 0.9 -0.3 1.1
H -5.0243 5.2868 -1.0130 -0.2 0.6 -0.5
H -3.1222 7.3717 -0.7398 -0.7 -0.2 -0.2
H -1.9084 6.8559 0.3376 0.0 -0.8 0.1
H -4.4807 8.1691 1.3248 -0.4 -0.8 0.4
H -2.9251 8.7523 1.1443 0.4 0.3 0.0
H -3.1560 7.9332 4.7194 0.1 -0.3 -0.2
H -4.6470 7.9596 3.7460 -0.2 0.3 0.3
H -3.4138 9.2645 3.6021 0.0 0.1 -0.2
C -4.4885 0.9977 9.7959 0.0 -1.0 -0.8
O -3.2068 1.2210 9.2544 0.4 0.3 0.1
C -3.1881 2.3203 8.3834 0.0 1.4 -0.9
C -3.5278 2.0644 6.8916 -0.3 -1.0 1.2
O -2.5489 1.2056 6.3744 0.3 -1.2 -0.2
C -3.0859 0.4401 5.3129 0.9 0.4 -0.5
H -4.9475 1.8156 10.3513 0.4 0.3 0.1
H -4.4093 0.1098 10.4232 -0.1 0.1 0.1
H -5.1195 0.7522 8.9417 -0.6 -0.1 0.2
H -2.2100 2.8013 8.3881 0.3 -0.3 0.3
H -3.8813 3.0638 8.7769 -0.2 0.3 -0.1
H -3.6259 2.9211 6.2248 0.0 0.6 0.5
H -4.4746 1.5249 6.8652 -0.4 0.1 0.0
H -3.2983 1.1456 4.5096 -0.6 -0.2 -0.3
H -3.9435 -0.1861 5.5589 -0.3 0.3 0.3
H -2.3247 -0.2306 4.9142 0.2 0.0 0.3
C -4.3798 1.9560 -2.1822 -0.4 -1.6 -0.7
O -4.1791 1.6362 -0.8388 -0.8 2.3 0.7
C -4.0754 0.3504 -0.3729 0.5 -1.8 -0.3
C -5.3328 -0.5324 -0.3802 -0.9 1.4 -0.1
O -5.4075 -1.5348 0.5740 -0.9 0.0 1.1
C -4.3699 -2.4552 0.5318 0.8 0.7 0.0
H -5.0190 2.8293 -2.3117 0.3 0.2 0.3
H -4.9240 1.1302 -2.6406 -0.2 -0.1 -0.4
H -3.4456 2.0229 -2.7397 0.3 0.4 0.1
H -3.7569 0.4712 0.6625 0.1 -0.3 0.1
H -3.3274 -0.1766 -0.9653 0.6 -0.1 0.2
H -5.5402 -0.9768 -1.3536 0.1 0.1 -0.4
H -6.1283 0.1615 -0.1085 -0.4 -0.1 -0.3
H -4.2709 -2.8334 -0.4857 0.2 -0.6 0.0
H -4.5041 -3.2186 1.2981 -0.2 -0.1 -0.3
H -3.4788 -1.8812 0.7857 0.7 -0.5 0.0
C 1.9095 -5.5295 4.6658 -0.2 0.8 0.7
O 1.1666 -4.4288 4.1388 -0.3 -1.1 -2.0
C 1.0787 -3.2187 4.8008 -0.1 -0.1 1.7
C 0.3749 -3.3168 6.1826 0.4 0.1 -0.4
O 1.3240 -3.6511 7.1457 0.7 0.1 2.2
C 0.8114 -3.5410 8.4865 -0.4 -0.5 -0.1
H 1.6178 -5.6199 5.7121 0.1 -0.7 0.0
H 2.9940 -5.4213 4.6474 0.2 0.7 -0.1
H 1.7338 -6.4134 4.0525 -0.6 0.1 0.2
H 0.5365 -2.4680 4.2258 -0.2 -0.5 -0.5
H 2.0828 -2.8098 4.9131 0.2 0.3 0.6
H -0.3756 -4.0961 6.3151 -0.6 0.0 -1.0
H -0.0862 -2.3492 6.3808 -0.1 0.3 0.2
H 0.5248 -2.5237 8.7531 0.6 0.3 0.0
H 1.4288 -4.0507 9.2262 0.9 0.7 -0.4
H -0.1047 -4.0872 8.7112 -0.6 -0.4 -1.0
C -3.5699 -4.8456 -2.9855 -0.7 -0.8 0.1
O -2.7286 -4.9288 -1.9122 2.2 -1.1 3.5
C -2.6082 -6.1909 -1.1364 0.0 1.2 1.2
C -1.4134 -6.1524 -0.1260 0.0 0.1 -1.5
O -0.2513 -6.4785 -0.8301 1.7 -0.4 -0.1
C 0.2610 -5.7264 -1.9452 -0.5 -0.7 0.9
H -3.1085 -5.4696 -3.7509 -0.7 0.2 -0.8
H -3.6902 -3.7873 -3.2169 0.3 -0.1 -0.5
H -4.5548 -5.1872 -2.6672 -0.4 -0.3 -0.5
H -2.4737 -7.1197 -1.6907 0.2 0.3 -0.8
H -3.4735 -6.4162 -0.5130 -0.7 0.6 -0.2
H -1.4728 -6.9345 0.6309 -0.6 -0.5 -0.4
H -1.2485 -5.3030 0.5369 -0.5 1.0 -0.6
H 1.2495 -6.1504 -2.1217 -0.1 0.1 -0.1
H 0.3610 -4.6641 -1.7225 -0.1 0.0 -0.1
H -0.3780 -5.9307 -2.8043 0.0 0.4 -0.2
C 4.2054 -0.1452 1.5783 1.6 -0.7 1.4
O 2.9795 -0.7707 1.3015 0.1 1.2 -0.8
C 2.8805 -2.1470 1.5403 1.0 -1.1 -1.2
C 4.1421 -2.9274 0.9596 -0.1 -1.5 -0.5
O 3.9877 -4.3346 0.5910 -1.2 0.9 1.1
C 3.4757 -5.1001 1.7075 1.1 0.1 -1.5
H 4.6001 -0.5162 2.5242 -0.5 0.4 0.9
H 4.2193 0.9447 1.5880 -0.9 -0.1 0.0
H 5.1096 -0.4096 1.0300 -0.5 -0.4 -1.4
H 2.0031 -2.4465 0.9671 0.0 -0.3 -0.1
H 2.6590 -2.3670 2.5847 0.4 0.0 0.3
H 5.0133 -2.9548 1.6140 -0.1 0.7 0.4
H 4.4638 -2.5548 -0.0129 -0.2 0.8 0.2
H 3.3477 -6.0937 1.2778 -0.7 0.0 0.2
H 2.5851 -4.6110 2.1020 0.0 -0.5 0.2
H 4.2915 -5.2313 2.4184 -0.1 0.3 0.6
C 3.2440 -2.4240 -5.2874 0.5 -0.9 -0.9
O 3.3643 -3.2933 -4.2107 -0.2 0.1 2.5
C 3.9526 -2.8033 -2.9535 0.9 -0.6 -1.5
C 5.5515 -2.5814 -3.1047 -1.7 -0.9 1.7
O 6.3036 -3.7009 -3.6291 -0.6 1.6 -0.6
C 6.5469 -3.5490 -5.0359 -0.5 -0.5 0.5
H 4.2273 -2.0021 -5.4953 -0.1 0.3 -0.5
H 2.4546 -1.6781 -5.3809 -0.1 0.4 1.2
H 2.9311 -3.1415 -6.0460 0.5 0.2 -0.7
H 3.7072 -3.5320 -2.1810 0.3 -0.6 -0.4
H 3.3945 -1.9416 -2.5874 0.4 0.7 -0.3
H 5.9152 -2.4979 -2.0805 -0.1 0.0 0.2
H 5.6934 -1.5744 -3.4969 0.6 -0.3 -0.9
H 6.7119 -2.4936 -5.2525 0.1 0.0 -0.3
H 5.6937 -3.9448 -5.5869 -0.2 0.3 -0.2
H 7.3943 -4.1588 -5.3492 0.2 0.2 0.4
C -0.5025 -1.7959 -1.6302 -0.6 -0.8 -0.4
O 0.7692 -1.2814 -1.9061 0.8 0.5 0.2
C 0.9811 -0.0158 -1.2740 -0.1 0.4 -0.5
C 0.2294 1.1857 -1.9164 -0.9 -0.5 0.8
O -1.0974 1.3979 -1.4391 -0.9 0.2 0.5
C -1.3176 1.4995 -0.0356 1.1 0.7 -0.2
H -0.6134 -2.8114 -2.0106 0.4 0.1 -0.7
H -1.2574 -1.1740 -2.1114 -0.4 0.1 0.3
H -0.7160 -2.0114 -0.5833 0.1 0.8 0.5
H 2.0283 0.2859 -1.2546 0.3 -0.7 -0.7
H 0.8199 -0.1464 -0.2039 -0.6 0.3 0.2
H -0.0164 1.1168 -2.9761 0.8 -0.6 -0.2
H 0.8211 2.0945 -1.8071 0.2 0.2 0.4
H -2.1748 2.1407 0.1701 -0.2 -0.5 -0.4
H -0.5034 2.0625 0.4207 0.5 -0.2 0.2
H -1.4035 0.5187 0.4321 -0.1 0.0 0.1
C -1.9631 -6.3425 -7.1269 -1.2 -0.4 -0.3
O -2.2859 -5.0099 -6.8191 -0.2 -0.5 0.0
C -1.3104 -4.4461 -5.9966 0.2 1.9 -1.8
C -1.6064 -2.9081 -5.9582 0.4 0.7 0.4
O -1.2483 -2.0517 -7.0816 1.7 -2.1 0.3
C 0.1946 -2.1255 -7.3172 -1.0 0.7 -2.0
H -1.9200 -6.9435 -6.2186 0.0 -0.2 0.1
H -1.0566 -6.5271 -7.7033 0.4 0.6 0.0
H -2.7884 -6.6830 -7.7522 0.0 -0.3 0.1
H -0.3898 -4.5811 -6.5644 0.6 0.0 0.4
H -1.2029 -4.9566 -5.0395 -0.2 0.3 0.3
H -1.0391 -2.4198 -5.1658 -0.2 -0.5 0.8
H -2.6730 -2.7065 -5.8585 0.0 -0.4 0.3
H 0.7071 -1.1942 -7.0765 -0.1 0.0 0.7
H 0.2631 -2.1415 -8.4049 0.1 -0.1 -0.2
H 0.7702 -3.0038 -7.0248 -0.5 0.1 0.7
```
Positions in Å, forces in eV/Å.

Properties
maximum force	4.83	eV/Å
molar mass	1235.50	g/mol
DFT total energy	-4377.116655	Eh

These are the Mulliken partial charges, in e, on atoms 1 to 99:
1. C 1.086
2. N 1.160
3. O -0.607
4. O -0.657
5. H -0.132
6. H -0.097
7. H -0.850
8. C -0.518
9. N 0.993
10. O -0.602
11. O -0.516
12. H -0.009
13. H 0.304
14. H 0.353
15. C -0.202
16. N 0.899
17. O -0.501
18. O -0.553
19. H -0.041
20. H -0.119
21. H 0.443
22. C -0.254
23. N 1.060
24. O -0.450
25. O -0.621
26. H -0.217
27. H 0.024
28. H 0.487
29. C -0.659
30. O -0.372
31. C -0.268
32. C -0.074
33. O -0.164
34. C -0.645
35. H 0.202
36. H 0.220
37. H 0.343
38. H 0.065
39. H 0.278
40. H -0.189
41. H 0.566
42. H 0.047
43. H 0.415
44. H 0.188
45. C -0.297
46. O -0.480
47. C 0.412
48. C -0.708
49. O -0.188
50. C -1.029
51. H 0.264
52. H 0.366
53. H -0.071
54. H -0.010
55. H 0.043
56. H 0.337
57. H 0.340
58. H 0.308
59. H 0.319
60. H 0.386
61. C -0.861
62. O 0.198
63. C -0.583
64. C -0.895
65. O -0.169
66. C -0.854
67. H 0.288
68. H 0.203
69. H 0.313
70. H 0.435
71. H 0.172
72. H 0.504
73. H 0.449
74. H 0.233
75. H 0.331
76. H 0.328
77. C -0.756
78. O -0.329
79. C -0.742
80. C -0.255
81. O -0.065
82. C -0.677
83. H 0.293
84. H 0.251
85. H 0.327
86. H 0.327
87. H 0.424
88. H 0.157
89. H 0.371
90. H 0.023
91. H 0.472
92. H 0.175
93. C -0.820
94. O 0.102
95. C -0.302
96. C -0.657
97. O -0.471
98. C -0.484
99. H 0.246